(1)
# C7H14N2

C7H14N2 as an isolated structure in a non-equilibrium geometry (wB97M-V/def2-TZVPD, the OMol25 dataset).

```
23
Properties=species:S:1:pos:R:3:forces:R:3:nbo_charge:R:1
C 0.912 -0.416 -0.801 0.2 0.3 0.4 -0.312
C 0.764 -0.123 -2.299 -0.2 0.0 0.1 -0.592
C 2.063 -1.389 -0.514 -0.1 0.0 -0.1 -0.588
C -0.365 -0.987 -0.273 -1.6 -2.4 -2.0 0.339
N -1.240 -1.774 -0.509 1.8 0.7 0.7 -0.324
H 1.096 0.525 -0.279 0.0 0.0 0.0 0.233
H -0.079 0.544 -2.469 0.0 0.0 0.0 0.245
H 2.165 -1.600 0.549 0.0 0.0 0.0 0.213
H 1.675 0.349 -2.671 0.0 0.0 0.0 0.211
H 0.591 -1.046 -2.855 0.0 0.0 0.0 0.213
H 3.001 -0.953 -0.862 0.0 0.0 0.0 0.217
H 1.909 -2.331 -1.044 0.0 0.1 0.1 0.217
C -0.555 0.166 1.787 -1.1 0.3 -1.0 -0.392
C -0.480 1.662 1.937 0.1 0.1 0.1 -0.646
C -1.830 0.033 0.272 0.7 1.5 2.3 0.182
N -2.000 0.963 -0.567 0.4 0.4 0.4 -0.824
H -2.947 1.333 -0.568 0.0 -0.4 -0.3 0.371
H -2.557 -0.471 0.897 -0.1 -0.4 -0.4 0.192
H -1.172 -0.341 2.525 -0.1 0.1 0.0 0.199
H 0.425 -0.303 1.838 0.1 -0.1 -0.5 0.194
H -0.138 2.124 1.007 0.0 0.0 0.0 0.223
H 0.217 1.943 2.733 0.0 0.0 0.0 0.214
H -1.455 2.092 2.166 0.0 0.0 0.0 0.214
```
Positions in Å, forces in eV/Å.

Results
strongest force on any atom: 3.52 eV Å⁻¹
highest occupied orbital energy: -8.07 eV
molar mass: 126.20 g/mol
ΔE to the lowest compared entry with this formula, charge and spin: 461.8 kJ/mol
LUMO: 0.863 eV
electronic energy: -384.4560 a.u.

(2)
# C7H14N2

A 2-piece molecular cluster, C7H14N2 overall in a non-equilibrium geometry (wB97M-V/def2-TZVPD, the OMol25 dataset).

```
23
Properties=species:S:1:pos:R:3:forces:R:3:nbo_charge:R:1
C 1.172 1.727 -0.107 -2.6 3.1 1.3 -0.456
C 0.632 1.429 1.315 -1.0 0.9 1.5 -0.613
C 0.176 1.289 -1.110 3.1 0.1 -2.5 0.110
C -1.124 1.154 -1.073 -2.9 -0.3 -2.0 -0.143
C -0.375 0.614 -3.091 0.9 -0.2 -1.3 0.230
N 0.678 1.029 -2.423 -1.6 -1.1 0.0 -0.469
N -1.615 0.751 -2.504 5.3 4.0 4.0 -0.564
H 1.428 2.835 -0.320 -1.5 -0.8 0.8 0.222
H 2.166 1.545 -0.261 2.4 -2.5 -0.6 0.241
H 0.528 0.286 1.499 0.2 2.2 -0.3 0.225
H -1.742 1.653 -0.358 -0.8 -0.5 0.2 0.219
H -0.281 0.151 -4.108 -0.2 0.7 1.0 0.193
H -2.220 0.036 -2.522 -2.9 -3.0 -0.4 0.389
H -0.450 1.971 1.484 2.6 -1.5 -0.5 0.200
H 1.287 1.894 2.139 -0.8 -0.9 -1.2 0.217
C -0.780 -1.891 1.533 1.5 -1.1 -0.6 -0.639
C 0.648 -2.650 1.371 0.6 0.5 -0.6 -0.633
H -1.542 -2.677 1.433 0.0 0.5 0.3 0.210
H -0.836 -1.394 2.546 -0.1 -0.3 -1.4 0.215
H -0.894 -1.215 0.639 -0.1 -0.3 1.3 0.221
H 1.278 -2.548 2.300 -0.6 0.0 -1.0 0.207
H 1.257 -2.238 0.477 -1.0 -0.3 1.5 0.208
H 0.609 -3.750 1.141 -0.5 1.0 0.4 0.209
```
Positions in Å, forces in eV/Å.

Results
SMILES: CCc1c[nH]cn1.CC
strongest force on any atom: 7.76 eV Å⁻¹
highest occupied orbital energy: -9.06 eV
molar mass: 126.20 g/mol
ΔE to the lowest compared entry with this formula, charge and spin: 239.9 kJ/mol
LUMO: 0.937 eV
electronic energy: -384.5405 a.u.

(3)
# C7H14N2

One molecule with the formula C7H14N2 in a non-equilibrium geometry (wB97M-V/def2-TZVPD, the OMol25 dataset).

```
23
Properties=species:S:1:pos:R:3:forces:R:3:nbo_charge:R:1
C 1.856 -1.241 0.561 -0.2 -0.2 0.1 -0.616
C 1.042 -0.115 -0.057 -0.6 -0.5 0.0 0.199
C 1.683 2.150 0.024 -0.3 -0.2 -0.3 -0.056
N 1.314 1.105 0.616 0.1 0.3 0.5 -0.393
N 0.791 -0.228 -1.475 -0.6 -0.2 -0.2 -0.633
H 0.754 0.650 -1.983 -0.1 0.1 0.3 0.348
H 1.247 -1.810 1.288 0.4 0.3 -0.2 0.215
H 2.209 -1.925 -0.208 -0.1 0.0 0.0 0.227
H 2.729 -0.814 1.046 0.0 -0.1 0.2 0.224
H 1.779 2.255 -1.062 0.1 -0.1 0.0 0.139
H 1.887 3.024 0.617 0.1 0.3 0.2 0.175
C -0.925 -1.787 -0.470 0.3 0.1 0.1 -0.625
C -1.944 0.644 1.028 -0.5 1.0 -0.8 -0.607
C -0.376 -0.377 -0.504 1.5 -0.1 -1.5 0.113
C -1.409 0.712 -0.437 0.2 -0.5 1.6 -0.414
H -1.850 -1.846 -1.040 -0.1 0.0 -0.1 0.213
H -0.210 -2.490 -0.897 0.0 0.1 0.0 0.232
H -2.407 -0.301 1.284 0.1 -0.3 -0.1 0.205
H -1.161 0.877 1.742 0.2 -0.1 0.0 0.221
H -2.711 1.406 1.131 -0.2 0.1 0.2 0.205
H -1.132 -2.100 0.548 -0.1 -0.1 0.2 0.211
H -2.206 0.513 -1.159 0.1 0.2 0.0 0.210
H -0.961 1.698 -0.593 -0.2 -0.2 -0.2 0.210
```
Positions in Å, forces in eV/Å.

Results
SMILES: C=N[C@]1(C)N[C@]1(C)CC
strongest force on any atom: 2.10 eV Å⁻¹
highest occupied orbital energy: -8.88 eV
molar mass: 126.20 g/mol
ΔE to the lowest compared entry with this formula, charge and spin: 155.6 kJ/mol
LUMO: 0.995 eV
electronic energy: -384.5726 a.u.

(4)
# C7H14N2

A 2-piece molecular cluster, C7H14N2 overall in a non-equilibrium geometry (wB97M-V/def2-TZVPD, the OMol25 dataset).

```
23
Properties=species:S:1:pos:R:3:forces:R:3:nbo_charge:R:1
C -2.434 -0.424 -0.510 -1.9 0.4 -2.4 -0.644
C -0.697 1.615 -0.416 -2.0 -2.9 -1.1 -0.114
C -1.244 0.357 -0.931 3.3 2.7 1.1 0.099
C 0.709 0.715 -1.925 -4.2 0.7 2.2 0.132
N 0.441 1.895 -1.141 2.1 -2.3 -0.7 -0.543
N -0.331 -0.133 -1.814 1.8 0.5 -0.7 -0.461
H -1.221 2.141 0.368 0.6 0.8 -0.2 0.225
H 1.308 2.442 -0.938 -1.8 -0.2 0.3 0.428
H -3.122 0.306 -0.055 0.0 -0.5 0.1 0.217
H -2.285 -1.278 0.163 0.2 0.3 -0.4 0.232
H 1.632 0.485 -2.378 0.7 0.2 -0.7 0.206
H -2.958 -0.775 -1.536 1.1 0.5 2.5 0.230
C 1.245 -0.952 2.418 -3.0 2.7 0.1 -0.418
C 1.994 -0.552 1.141 2.0 -2.1 0.1 -0.629
C 0.040 -1.820 2.030 1.1 -0.1 -3.2 -0.612
H 1.789 -1.359 3.263 0.5 0.1 -0.3 0.211
H 0.694 -0.036 2.745 0.8 -0.3 0.5 0.183
H 2.225 -1.684 0.941 0.5 2.2 -1.2 0.208
H -0.143 -1.612 0.878 0.2 -0.9 2.3 0.207
H 0.143 -2.867 2.236 0.7 -0.9 -0.5 0.203
H 3.024 0.019 1.356 -2.4 -1.1 -0.7 0.210
H 1.326 -0.112 0.295 1.3 -0.8 1.8 0.227
H -0.864 -1.641 2.506 -1.6 1.1 1.1 0.204
```
Positions in Å, forces in eV/Å.

Results
SMILES: Cc1c[nH]cn1.CCC
strongest force on any atom: 4.73 eV Å⁻¹
highest occupied orbital energy: -8.35 eV
molar mass: 126.20 g/mol
ΔE to the lowest compared entry with this formula, charge and spin: 219.8 kJ/mol
LUMO: 0.895 eV
electronic energy: -384.5482 a.u.

(5)
# C7H14N2

A 2-piece molecular cluster, C7H14N2 overall in a non-equilibrium geometry (wB97M-V/def2-TZVPD, the OMol25 dataset).

```
23
Properties=species:S:1:pos:R:3:forces:R:3:nbo_charge:R:1
C -0.689 1.860 -1.501 2.0 -1.2 0.4 -0.636
C -0.636 1.848 0.107 0.7 2.7 1.9 -0.307
C 0.785 2.097 0.891 0.0 -1.3 -2.9 -0.616
C -1.071 0.793 1.067 -0.5 -2.2 -3.2 0.127
C 1.148 -1.520 0.650 -1.3 0.1 -0.7 -0.225
C 1.002 -2.498 -0.561 6.7 2.8 -3.6 -0.399
C -0.122 -1.711 -1.090 -3.9 -1.1 -2.2 -0.220
H 0.734 1.385 -1.584 -4.6 1.3 -0.8 0.222
H -1.580 1.023 -1.884 3.0 2.5 0.8 0.242
H -0.839 3.018 -2.041 0.5 -3.7 1.9 0.243
H -1.235 2.705 0.573 0.6 -0.4 -1.4 0.198
H 1.342 2.801 0.288 0.1 1.2 0.9 0.223
H 0.592 2.143 1.935 0.0 1.4 0.8 0.218
H 1.484 1.245 0.861 -0.7 -0.3 -0.5 0.205
H -1.576 1.291 1.899 -0.3 -1.4 0.3 0.198
H 1.917 -0.794 0.900 1.0 -0.7 -0.7 0.204
H 0.845 -1.901 1.666 -0.4 0.1 -1.3 0.208
H 1.923 -2.703 -1.344 -1.6 1.2 2.0 0.185
H 0.686 -3.420 -0.523 -1.3 -5.1 1.7 0.205
H -0.456 -1.455 -2.274 1.6 -0.3 3.2 0.195
H -0.936 -2.411 -0.732 -0.3 1.2 -0.6 0.172
N -0.870 -0.472 0.827 -2.6 2.3 2.9 -0.322
N 0.099 -0.690 -0.130 1.4 0.7 1.0 -0.322
```
Positions in Å, forces in eV/Å.

Results
strongest force on any atom: 8.08 eV Å⁻¹
highest occupied orbital energy: -8.09 eV
molar mass: 126.20 g/mol
ΔE to the lowest compared entry with this formula, charge and spin: 842.8 kJ/mol
LUMO: 0.897 eV
electronic energy: -384.3109 a.u.

(6)
# C7H14N2

A 2-piece molecular cluster, C7H14N2 overall in a non-equilibrium geometry (wB97M-V/def2-TZVPD, the OMol25 dataset).

```
23
Properties=species:S:1:pos:R:3:forces:R:3:nbo_charge:R:1
C -1.513 1.634 1.987 -1.2 -0.1 1.0 -0.212
C -0.527 1.623 -0.907 0.1 -0.3 0.0 -0.612
N -0.879 0.566 1.400 1.2 0.6 -1.3 -0.636
C 0.105 1.400 0.457 -2.7 1.4 1.4 -0.113
C 1.429 0.987 0.606 1.7 -0.5 0.2 -0.365
H -0.307 0.053 2.062 0.0 0.1 0.0 0.364
H -2.293 2.121 1.419 0.1 0.1 0.0 0.171
H -1.510 1.763 3.065 0.0 -0.1 -0.1 0.178
H -0.089 2.452 1.051 0.9 -1.1 -1.1 0.199
H -0.590 0.668 -1.430 0.0 0.0 -0.1 0.231
H 0.088 2.306 -1.494 0.0 0.0 0.0 0.216
H -1.526 2.052 -0.816 0.0 0.0 0.1 0.208
H 1.680 0.041 1.066 0.0 -0.1 -0.1 0.184
H 2.237 1.695 0.490 0.0 0.0 -0.1 0.192
C -1.079 -2.390 -0.441 0.0 -0.1 0.0 -0.434
C 2.288 -1.896 -1.621 0.2 0.0 0.0 -0.664
N -0.229 -1.877 -1.506 0.1 0.1 0.0 -0.437
C 0.983 -1.910 -1.515 -0.2 0.0 0.0 0.426
H -1.894 -2.957 -0.891 0.0 0.0 0.0 0.207
H -0.537 -3.027 0.265 0.0 0.0 -0.1 0.184
H -1.500 -1.538 0.096 0.0 -0.1 0.0 0.236
H 2.810 -2.698 -2.123 -0.1 0.0 0.0 0.238
H 2.853 -1.068 -1.219 0.0 0.0 0.0 0.240
```
Positions in Å, forces in eV/Å.

Results
strongest force on any atom: 3.36 eV Å⁻¹
highest occupied orbital energy (spin up / spin down): -7.20 / -8.02 eV
molar mass: 126.20 g/mol
ΔE to the lowest compared entry with this formula, charge and spin: 604.2 kJ/mol
LUMO (spin up / spin down): 0.128 / 0.815 eV
electronic energy: -384.4018 a.u.